(1)
DFT (ωB97M-V/def2-TZVPD) results for a molecular structure, C49H39F12N9O3SeTc.

Values from the calculation:
Total charge: +3
Calculated total energy in eV: -171129.8041
Largest force on an atom in eV Å⁻¹: 2.96
Highest occupied orbital energy in eV: -13.751
Gap between HOMO and LUMO in hartree: 0.1157

Last column: Mulliken charge in e.
Element x y z (Å)
C1 1.4651 0.9671 -2.1081  1.71
N1 2.5361 -1.6641 0.4224  0.54
H1 0.9844 -1.0979 3.6069  0.46
F1 -0.4921 1.9286 -3.1167  -0.26
H2 -2.7706 -0.7874 4.9910  0.25
C2 8.0230 -1.6325 0.8777  -0.82
C3 0.0984 -1.8869 -5.0342  -1.34
H3 0.6285 3.1440 5.1679  0.49
C4 1.0632 -0.0600 3.3459  -0.86
H4 0.3379 -0.1960 -7.3698  0.36
H5 -2.9602 -4.3364 0.5294  0.59
H6 2.0154 0.1641 -6.9713  0.45
C5 1.1137 3.3072 4.2005  -1.20
Tc1 0.7289 -0.6639 0.2785  0.51
H7 -0.8705 -2.8955 -3.4546  0.60
H8 1.0341 -4.0291 -2.3165  0.59
C6 6.8169 -1.4003 1.5345  1.24
F2 -2.6699 -2.6750 2.3383  -0.24
C7 -1.4765 -2.9933 -0.2766  -1.46
C8 -5.1959 3.2462 4.4302  -1.00
C9 -2.0666 -4.2279 -0.0624  -0.74
H9 1.4969 -1.5027 -7.3394  0.42
H10 3.7110 6.6186 6.1579  0.43
C10 -1.5442 -5.4052 -0.6190  0.26
O1 -1.0023 -0.9941 0.9938  -0.69
H11 -2.7298 -6.7109 0.5842  0.43
F3 -1.6649 0.2679 -1.0332  -0.17
N2 1.0664 0.8933 4.2361  -0.89
C11 0.6330 2.2528 -2.4857  0.70
F4 3.5075 1.6432 -3.3034  -0.24
H12 3.6262 2.6545 3.2251  0.75
C12 7.2508 2.1081 2.6525  0.63
C13 2.4561 3.9727 4.4501  0.80
H13 -4.4590 4.2978 2.0610  0.48
C14 3.4707 -1.6078 1.3869  -0.63
N3 8.0118 3.1124 2.9895  -0.48
C15 7.5580 0.8413 2.0338  -0.07
C16 -1.9949 -1.6789 0.3100  2.49
C17 1.2240 -0.5690 -6.8459  -1.59
C18 3.6247 3.5117 3.8826  -0.10
F5 -2.6984 -1.3609 -1.9844  -0.26
C19 4.8371 4.1586 4.1479  -0.09
H14 -0.3461 -2.5331 -5.7757  0.52
H15 5.5457 -2.5958 2.7703  0.35
H16 6.1934 -3.4437 1.3309  0.47
N4 7.2643 4.0174 3.5709  -0.46
F6 -3.5434 -0.7790 1.8984  -0.19
H17 -2.8139 -0.2490 6.6730  0.45
N5 1.1561 2.0248 3.5393  1.47
C20 2.9962 1.2832 -2.1473  0.32
H18 -6.8304 4.0896 6.3028  0.39
H19 -2.9248 -6.9161 -1.1478  0.33
C21 -2.1961 -6.7109 -0.3616  -1.72
C22 1.3411 0.0691 -4.4174  -0.67
C23 -4.3218 2.7355 3.4979  0.51
C24 -0.1763 -2.1126 -3.7155  -0.57
H20 0.0041 -6.1987 -1.8869  0.50
C25 -4.3773 3.2136 2.0986  -1.69
H21 -6.7654 2.5458 7.1888  0.39
H22 9.9256 -0.8332 0.3091  0.43
H23 9.5232 1.3712 1.3532  0.56
C26 2.4995 5.0968 5.2756  -0.99
C27 3.1549 -2.3824 -0.5663  -1.07
C28 0.3795 -1.3171 -2.6707  0.94
C29 8.9899 -0.6373 0.8107  -0.70
H24 5.6692 0.0344 2.6404  0.53
C30 -2.5462 -0.7365 -0.8215  0.35
H25 1.5914 5.4634 5.7303  0.49
C31 -0.3407 -2.9117 -1.1108  0.32
C32 -4.3567 1.7429 6.1306  -0.91
F7 -3.6975 -0.1608 -0.5164  -0.27
F8 0.2878 2.9057 -1.3782  -0.22
H26 -5.6193 3.7889 7.5713  0.38
C33 -3.4611 1.1975 5.2513  0.64
C34 3.6973 5.7488 5.5221  -0.68
F9 -4.2006 -2.5096 0.8264  -0.25
F10 3.2916 2.2160 -1.2457  -0.23
N6 4.3546 -2.7411 -0.2368  -0.99
C35 6.0342 3.5818 3.5916  0.55
F11 3.6369 0.1636 -1.7485  -0.17
N7 1.1599 0.4153 2.0781  1.21
C36 0.9088 -0.8105 -5.4269  0.23
C37 -6.1712 3.3436 6.7372  -1.44
N8 0.2210 -1.6654 -1.3781  2.54
C38 -5.2323 2.7855 5.7534  0.88
H27 0.4941 3.9848 3.6037  0.44
O2 1.2949 0.7934 -0.7541  -0.76
C39 -2.5954 0.0582 5.6555  -1.40
H28 -5.2685 2.8046 1.6202  0.37
H29 -4.4146 1.3636 7.1412  0.51
C40 -3.1262 -1.9289 1.3353  0.20
C41 1.2150 1.7342 2.2383  -1.26
H30 -1.4808 -7.5297 -0.3741  0.42
O3 5.9711 2.3612 3.0121  -0.25
H31 -1.5367 0.3135 5.5980  0.28
C42 5.7857 -2.5019 1.7060  -1.50
H32 3.3480 -1.1371 2.3425  0.65
H33 -5.8869 4.0206 4.1302  0.46
N9 4.5529 -2.2588 0.9879  1.09
H34 -3.5198 2.8936 1.5138  0.31
C43 8.7712 0.5998 1.3904  -1.00
H35 2.7061 -2.6178 -1.5087  0.75
Se1 -2.0238 1.2067 2.8211  0.01
C44 4.8767 5.2853 4.9643  -1.02
H36 1.8746 0.9485 -4.7445  0.57
H37 8.2235 -2.5987 0.4399  0.44
C45 6.5875 -0.1614 2.1057  -0.02
C46 0.1652 -4.0895 -1.6800  -0.35
H38 1.2922 2.4415 1.4372  0.74
H39 5.8196 5.7731 5.1516  0.56
C47 -0.4143 -5.3121 -1.4314  -1.19
F12 1.3074 3.0891 -3.2641  -0.26
C48 1.0905 -0.1450 -3.0776  -1.28
C49 -3.3811 1.7285 3.9144  0.92

Atomic forces in eV per Å
C 0.52 0.52 -0.52
N -0.33 -0.02 0.12
H -0.06 -0.19 0.02
F -0.28 -0.22 -0.11
H 0.06 -0.09 0.01
C -0.15 -0.02 0.10
C -0.10 -0.13 0.18
H -0.06 -0.07 -0.27
C 0.12 0.28 0.38
H -0.06 0.00 0.04
H -0.03 0.11 0.07
H 0.05 0.00 -0.02
C 0.06 1.05 0.53
Tc 0.48 -0.30 -1.12
H -0.02 -0.02 -0.04
H 0.17 -0.02 -0.07
C 0.06 -0.07 -0.15
F 0.21 -0.24 0.07
C 0.13 0.15 0.28
C 0.17 0.07 -0.40
C 0.21 0.07 -0.22
H 0.02 0.00 -0.02
H 0.00 0.10 0.09
C 0.31 0.30 -0.14
O 0.58 0.25 0.48
H -0.03 -0.05 0.08
F -0.07 0.10 -0.06
N 0.03 -0.63 0.90
C -0.18 0.41 0.17
F -0.13 0.01 -0.41
H 0.03 -0.11 0.01
C 0.23 1.19 0.49
C 0.12 -0.04 0.01
H -0.05 0.05 0.00
C 0.14 -0.04 0.23
N 1.40 -2.23 -1.36
C -0.28 -0.47 -0.17
C -0.51 -0.43 -0.41
C 0.08 0.07 -0.23
C 0.06 0.19 0.07
F -0.06 -0.31 -0.13
C -0.55 -0.04 0.12
H -0.02 -0.02 -0.14
H -0.10 -0.14 -0.23
H -0.24 0.07 0.13
N -1.97 1.84 1.21
F 0.04 0.20 -0.01
H -0.04 -0.03 0.07
N -0.03 -0.40 -1.02
C 0.55 -0.12 0.48
H -0.02 0.01 0.05
H -0.08 -0.01 -0.05
C -0.16 -0.27 0.00
C 0.10 -0.08 0.37
C -0.64 0.57 0.07
C -0.20 -0.23 -0.28
H 0.03 -0.06 0.05
C -0.02 0.11 -0.37
H -0.04 -0.06 -0.03
H 0.05 -0.03 -0.03
H 0.06 0.12 0.01
C -0.04 -0.15 -0.08
C 0.12 -0.10 0.12
C 0.08 0.03 -0.29
C -0.03 -0.02 0.03
H -0.08 0.05 0.09
C -0.05 0.58 -0.25
H -0.12 0.07 0.08
C -0.42 -1.05 0.17
C 0.42 -0.31 -0.14
F -0.19 -0.03 0.05
F 0.06 0.12 0.09
H 0.06 0.03 -0.04
C -0.24 -0.18 0.89
C -0.11 -0.08 -0.10
F -0.01 -0.07 -0.37
F -0.19 0.30 -0.09
N 0.26 -0.54 -1.04
C 1.40 -0.09 -0.27
F -0.03 -0.26 -0.15
N -0.12 0.02 -0.24
C -0.21 -0.21 0.43
C -0.22 0.15 0.13
N 0.62 0.58 0.10
C 0.26 -0.15 -0.26
H -0.05 -0.20 0.03
O -0.90 -0.71 1.19
C 0.10 -0.18 0.21
H -0.11 0.01 -0.03
H 0.03 -0.05 0.06
C -0.13 -0.01 0.59
C 0.08 0.26 -0.01
H 0.04 -0.01 0.04
O -0.46 -0.30 -0.05
H 0.01 0.01 -0.03
C 1.23 0.07 0.43
H 0.10 0.08 0.13
H -0.05 0.07 -0.03
N -1.39 0.58 0.39
H -0.06 0.09 0.00
C -0.25 -0.06 0.10
H -0.03 -0.03 -0.17
Se -1.08 0.65 1.01
C -0.02 -0.27 -0.24
H 0.04 0.13 0.13
H 0.00 -0.12 -0.07
C 0.31 0.07 -0.13
C 0.08 0.26 -0.08
H 0.02 0.29 -0.15
H 0.11 0.05 0.05
C -0.13 0.02 0.10
F 0.20 -0.09 -0.12
C 0.21 0.50 -0.07
C 1.32 -0.43 -0.98

***

(2)
DFT (ωB97M-V/def2-TZVPD) results for a molecular structure, C46H35BrGdN2O2PS.

Values from the calculation:
Total charge: +2
Calculated total energy in eV: -166330.6070
2S+1: 8
Largest force on an atom in eV Å⁻¹: 2.66
Highest occupied orbital energy (spin up / spin down) in eV: -10.862 / -13.242
Gap between HOMO and LUMO (spin up / spin down) in hartree: 0.2044 / 0.1841

Last column: Löwdin spin population.
Element x y z (Å)
C1 2.4026 2.6767 3.8979  0.00
H1 4.5411 2.6771 3.9368  0.00
C2 -0.1071 5.4326 1.0943  0.00
H2 -5.4711 3.1018 1.6665  0.00
H3 -0.5437 5.0554 2.0084  0.00
C3 4.8890 -0.9975 0.5590  0.01
H4 2.3094 2.7175 4.9710  0.00
C4 0.7736 4.9988 -1.1146  0.00
H5 -1.3209 -5.4511 0.8021  0.00
C5 0.6741 7.2426 -0.2667  0.00
H6 1.4106 6.7260 -2.2073  0.00
H7 1.2613 -0.8084 4.3777  0.00
C6 1.2551 2.6846 3.1179  0.00
H8 0.3234 -3.5726 -2.7523  0.00
H9 -6.0160 -0.3924 2.2217  0.00
Gd1 -0.0948 0.1779 -0.2978  5.04
C7 -3.0270 -5.4685 -2.4403  0.00
C8 1.5751 -0.6287 2.2715  0.00
H10 -3.9622 2.5227 3.5251  0.00
C9 -2.9768 -0.9998 3.5428  0.10
C10 3.9296 -0.9394 1.5900  0.00
H11 2.7217 2.5643 0.0728  0.00
C11 -4.1701 -0.2268 1.1626  0.10
C12 -2.7568 -0.3246 1.1923  0.25
C13 0.2247 -4.0080 0.4311  0.00
H12 0.8609 8.2979 -0.3928  0.00
C14 2.6368 2.5760 1.1579  0.00
H13 -3.9638 -5.9956 -2.3516  0.00
N1 2.2686 -0.2148 -0.0233  -0.01
H14 -2.1552 3.1461 -1.0257  0.00
C15 1.9743 -5.8880 1.4462  0.00
O1 0.0348 -1.8152 -1.0129  0.01
C16 0.9898 6.3564 -1.2846  0.00
H15 0.2967 2.7650 3.6043  0.00
H16 -2.5277 -1.3028 4.4770  0.00
C17 -1.4504 -3.8879 -1.6066  0.00
H17 -1.5611 2.2587 3.1337  0.00
C18 1.3607 2.6282 1.7340  0.00
N2 0.2313 -0.4208 1.8916  0.21
H18 -3.3202 -4.3037 -0.6511  0.00
H19 2.9308 0.1096 -1.9423  0.00
C19 -0.6063 -4.1183 -2.6786  0.00
H20 5.8854 -1.3427 0.7897  0.00
C20 4.5339 -0.6365 -0.7134  -0.01
C21 -2.1763 -5.7329 -3.5027  0.00
H21 1.9236 -2.7427 0.1891  0.00
C22 -4.4172 2.9694 1.4834  0.01
H22 -0.1477 7.4766 1.7020  0.00
C23 3.3153 -1.1197 3.9024  0.00
C24 -2.2029 2.5196 2.3086  0.00
S1 -0.9053 -2.7820 -0.3002  0.00
O2 -2.0795 -0.1175 0.1079  0.20
C25 -0.7435 -0.8332 2.6642  0.27
C26 -3.9127 3.1084 0.1977  0.00
C27 3.6582 2.6417 3.3191  0.01
H23 -4.5744 3.3118 -0.6290  0.00
C28 -2.5565 2.9933 -0.0232  0.00
C29 -0.2664 -5.2281 0.8704  0.00
C30 3.7762 2.5953 1.9383  0.00
H24 -4.6273 0.0703 0.2324  0.00
C31 0.2378 4.5412 0.0810  0.00
C32 -1.6800 2.7370 1.0395  0.00
H25 4.7525 2.5880 1.4761  0.00
H26 2.6625 -6.6333 1.8138  0.00
H27 -2.4505 -6.4748 -4.2365  0.00
C33 -0.9776 -5.0475 -3.6344  0.00
P1 0.0572 2.7694 0.4450  0.00
C34 -2.1416 -0.6987 2.4403  0.16
H28 1.0170 4.3017 -1.9063  0.00
H29 3.5777 -1.2659 4.9383  0.00
C35 1.9824 -0.8452 3.5762  0.06
C36 -2.6697 -4.5322 -1.4829  0.00
C37 2.5923 -0.5816 1.2528  0.02
H30 0.2534 -7.1362 1.6793  0.00
H31 -0.5024 -1.3318 3.6053  0.01
H32 5.2861 -1.4925 3.1702  0.00
C38 4.2705 -1.2156 2.9289  0.05
C39 -3.5674 2.6574 2.5286  0.02
C40 0.6192 -6.1721 1.3653  0.00
H33 -0.3262 -5.2474 -4.4710  0.00
C41 3.2189 -0.2213 -0.9468  0.01
H34 3.4964 -4.4147 1.1306  0.00
C42 -4.3383 -0.8924 3.4573  0.22
Br1 -5.4294 -1.2991 4.9586  0.11
C43 2.4455 -4.6468 1.0521  0.00
H35 5.2433 -0.6619 -1.5230  0.00
C44 -4.9429 -0.4900 2.2584  0.13
C45 0.1127 6.7835 0.9166  0.00
C46 1.5696 -3.7027 0.5395  0.00

Atomic forces in eV per Å
C -0.10 0.02 0.08
H 0.10 -0.05 0.09
C 0.06 -0.03 -0.18
H -0.16 -0.02 0.02
H -0.02 0.08 0.13
C -0.39 0.06 -0.13
H -0.02 0.04 0.16
C -0.07 -0.16 0.08
H -0.08 -0.11 -0.01
C 0.01 -0.01 -0.08
H 0.03 0.02 -0.08
H -0.07 0.04 0.05
C -0.07 0.00 -0.08
H 0.09 -0.05 -0.05
H -0.08 -0.01 -0.10
Gd 1.58 1.15 -0.90
C 0.03 -0.07 0.01
C 0.00 0.19 -0.01
H -0.03 -0.01 0.08
C 1.34 0.02 -0.40
C -0.38 0.10 -0.10
H 0.09 0.00 0.11
C -0.45 -0.08 0.16
C -1.00 0.03 -0.20
C 0.10 0.36 0.26
H 0.00 0.09 -0.05
C -0.27 0.15 -0.14
H -0.10 -0.03 0.00
N 0.63 -0.32 0.31
H -0.11 0.00 0.11
C 0.02 0.10 -0.01
O 0.44 -0.83 -0.79
C 0.06 0.18 -0.01
H -0.08 -0.02 0.05
H 0.10 -0.02 0.02
C -0.26 0.35 0.00
H 0.06 0.00 0.10
C 0.04 -0.12 -0.23
N 1.72 0.35 -1.60
H -0.14 -0.04 0.07
H 0.01 -0.07 0.04
C 0.17 0.09 -0.02
H 0.16 0.06 0.01
C 0.02 0.03 0.14
C -0.09 -0.01 0.03
H 0.08 -0.11 0.00
C 0.02 0.05 -0.02
H -0.01 0.08 0.05
C 0.29 -0.07 -0.16
C 0.19 0.10 -0.03
S -0.13 -2.66 -0.11
O -1.68 -0.38 0.96
C -1.33 -0.65 1.73
C -0.06 0.01 -0.03
C -0.02 -0.01 -0.09
H -0.09 0.09 -0.08
C 0.21 0.09 0.04
C -0.15 0.05 -0.05
C 0.02 0.02 0.01
H -0.06 0.02 -0.13
C -0.10 -0.16 -0.10
C 0.15 -0.16 -0.19
H 0.06 0.00 -0.06
H 0.03 -0.06 0.06
H -0.05 -0.05 -0.08
C 0.05 0.07 0.09
P 0.36 2.05 0.69
C 0.61 -0.47 1.36
H 0.05 -0.01 -0.04
H 0.03 -0.08 0.10
C -0.33 0.01 -0.34
C 0.05 0.19 0.13
C 0.33 -0.14 0.35
H -0.09 -0.10 0.04
H 0.01 0.13 -0.18
H 0.09 0.05 0.02
C -0.14 -0.07 0.30
C 0.05 0.03 0.05
C -0.06 0.08 -0.01
H 0.05 0.00 -0.07
C -0.29 0.01 -0.02
H 0.10 0.03 -0.02
C -1.00 -0.23 0.68
Br 0.68 0.27 -0.87
C -0.03 -0.05 0.00
H 0.05 0.03 -0.13
C -0.70 0.21 -0.66
C -0.03 0.00 0.09
C -0.10 0.33 -0.24

***

(3)
DFT (ωB97M-V/def2-TZVPD) results for a molecular structure, C2H4LiOYb.

Values from the calculation:
Total charge: +1
Calculated total energy in eV: -35911.4397
Largest force on an atom in eV Å⁻¹: 1.05
Highest occupied orbital energy (spin up / spin down) in eV: -9.556 / -9.557
Gap between HOMO and LUMO (spin up / spin down) in hartree: 0.1157 / 0.1157

Last column: natural (NBO) charge in e.
Element x y z (Å)
C1 -0.2925 -0.0697 0.4445  0.19
H1 -0.0008 0.1738 1.4732  0.23
H2 -1.9110 -0.6237 -0.8477  0.18
C2 -1.5018 -0.6186 0.1740  -0.69
Li1 2.0447 1.3196 -0.6573  0.66
Yb1 0.2934 -1.8152 -1.4644  1.80
H3 2.9199 2.4080 0.4038  -0.64
H4 -2.1820 -0.8870 0.9796  0.27
O1 0.6301 0.1128 -0.5058  -0.99

Atomic forces in eV per Å
C 0.07 0.00 0.02
H 0.03 -0.12 -0.30
H 0.02 0.10 0.21
C 0.08 -0.33 -0.01
Li 0.28 0.77 0.66
Yb -0.17 0.30 0.54
H -0.27 -0.52 -0.43
H 0.11 0.16 -0.29
O -0.15 -0.35 -0.41